{
  "formula": "C4H12N2O2",
  "method": "ωB97M-V/def2-TZVPD",
  "symbols": ["H", "H", "H", "C", "H", "H", "O", "H", "N", "H", "H", "C", "H", "C", "H", "N", "O", "C", "H", "H"],
  "coordinates": [[0.15, 2.71, -0.54], [1.73, -0.64, -2.32], [1.86, -0.22, 0.14], [-0.49, 0.91, 0.40], [-0.74, 0.69, 2.09], [0.69, -2.03, -2.03], [0.28, 0.96, 1.53], [0.58, -1.49, 1.58], [0.79, -1.88, 0.67], [-1.87, -0.65, 1.01], [-2.64, 0.79, 0.83], [-0.79, 2.26, -0.25], [-1.42, 2.12, -1.13], [1.07, -0.84, -0.28], [0.04, -2.49, 0.37], [-1.77, 0.36, 1.12], [-0.06, 0.02, -0.59], [1.50, -1.43, -1.61], [2.37, -2.06, -1.47], [-1.29, 2.91, 0.47]],
  "lowdin_charge": [0.09, 0.08, 0.14, -0.68, 0.18, 0.08, -0.09, 0.07, 0.07, 0.09, 0.09, 0.01, 0.08, -0.46, 0.08, 0.09, -0.06, -0.04, 0.08, 0.09],
  "e_lumo_ev": 0.9,
  "homo_ev": -9.4,
  "gap_ev": 10.252,
  "smiles": "C[C@H](N)O[C@@](C)(N)O",
  "e_above_lowest_kcal_mol": 51.8
}